(1)
C6H10O3 | the ωB97M-V functional and the def2-TZVPD basis

Last column: Löwdin spin population.
Positions of all 19 atoms, in Å:
C 2.79111 0.21539 -0.38651  0.145
C 1.67209 0.30334 -1.00707  0.730
C -1.49840 1.81366 -0.10192  0.015
C -0.77799 1.26778 1.25134  0.014
C -0.59086 -0.23927 -0.33234  0.554
C -0.51772 -2.61122 0.00912  0.010
O -1.31866 0.69533 -0.91762  0.134
O -0.78775 -0.14287 1.05003  0.117
O -0.80425 -1.45242 -0.78758  0.145
H 3.68721 0.08396 -1.01297  0.043
H 2.93662 0.38357 0.64276  0.020
H 1.46054 0.32419 -1.99745  0.054
H -2.61022 2.13666 0.12012  0.006
H -1.07731 2.67864 -0.58106  0.002
H 0.22221 1.73782 1.36700  0.003
H -1.43053 1.50853 2.05701  0.001
H -1.01743 -2.46506 1.00766  0.004
H 0.50161 -2.73503 0.16590  0.003
H -0.84027 -3.50301 -0.54643  0.001

Its spin multiplicity is 3. As for the HOMO-LUMO gap (alpha / beta): 6.45 / 9.45 eV. The calculation puts the highest occupied orbital energy (alpha / beta) at -5.44 / -10.00 eV. As for the total charge: 0. Its expectation value of S² is 2.0089. Its total energy is -460.06805 hartree. The calculation puts the molar mass at 130.143 g/mol. As for the lowest unoccupied orbital energy (alpha / beta): 0.03711 / -0.01990 hartree.


(2)
C10H13OP | the ωB97M-V functional and the def2-TZVPD basis

Last column: Löwdin charge in e.
Positions of all 25 atoms, in Å:
C 3.05477 -1.60460 -0.27435  -0.082
C 2.13396 -1.59973 0.76311  -0.082
C 3.01352 -0.62242 -1.25065  -0.076
C 1.17212 -0.60870 0.83151  -0.098
C 2.05582 0.37401 -1.18380  -0.076
C 1.14735 0.38556 -0.13644  -0.328
C -2.38040 -0.64776 -0.47030  -0.293
C -2.31236 0.60563 -0.11333  -0.017
C -3.67567 -1.38608 -0.66212  -0.115
C 0.01201 2.40337 1.64088  -0.195
O 0.16653 2.76974 -1.09324  -0.370
P -0.04753 1.74200 -0.07204  0.761
H 3.80618 -2.37954 -0.31868  0.103
H 2.16861 -2.37086 1.51874  0.104
H 3.72788 -0.63235 -2.06127  0.105
H 0.44582 -0.59730 1.62844  0.102
H 2.00017 1.16254 -1.91949  0.105
H -1.48375 -1.23026 -0.64795  0.081
H -3.09979 1.30896 0.08167  0.030
H -4.52413 -0.72775 -0.48248  0.070
H -3.73305 -2.23687 0.01767  0.070
H -3.72863 -1.76129 -1.68423  0.072
H 1.00045 2.83702 1.79720  0.052
H -0.73749 3.18783 1.71741  0.044
H -0.18242 1.62884 2.37371  0.033

Its spin multiplicity is 1. As for the HOMO-LUMO gap: 9.06 eV. The calculation puts the highest occupied orbital energy at -8.64 eV. As for the total charge: 0. Its total energy is -805.38640 hartree. The calculation puts the molar mass at 180.187 g/mol. As for the lowest unoccupied orbital energy: 0.01523 hartree.


(3)
CH2ClNO | the ωB97M-V functional and the def2-TZVPD basis

Last column: Löwdin charge in e.
Positions of all 6 atoms, in Å:
Cl -0.70110 -2.76707 0.69625  0.521
N -1.37333 -1.11978 0.38174  -0.384
C -0.27626 -0.13943 0.26402  -0.259
O -0.98562 -0.28042 1.40780  -0.110
H 0.69630 -0.61030 0.12409  0.089
H -0.47417 0.80239 -0.39086  0.144

Its spin multiplicity is 1. As for the HOMO-LUMO gap: 11.02 eV. The calculation puts the highest occupied orbital energy at -10.52 eV. As for the total charge: 0. Its total energy is -629.35416 hartree. The calculation puts the molar mass at 79.486 g/mol. As for the lowest unoccupied orbital energy: 0.01848 hartree. Its SMILES is ClN1CO1.


(4)
C25H52AlF4N4OP | the ωB97M-V functional and the def2-TZVPD basis

Last column: Löwdin charge in e.
Positions of all 88 atoms, in Å:
C 3.12397 -3.40883 1.93152  -0.113
C 2.26441 -3.95750 0.77865  -0.305
C 3.03887 -4.23257 -0.53228  -0.208
C 4.08649 -3.18192 -0.94030  -0.211
C 3.59675 -1.72156 -0.89030  -0.211
C 4.21940 -0.81693 -1.98313  -0.191
C 4.71468 0.53703 -1.46817  -0.196
C 3.68496 1.33760 -0.64673  -0.197
C 4.27140 2.05203 0.59687  -0.192
C 3.62234 1.54835 1.89752  -0.218
C 2.17254 2.03592 1.99476  -0.211
C 1.33173 1.32066 3.07547  -0.203
C 0.12369 0.63102 2.43706  -0.194
C -0.57633 -0.36282 3.37722  -0.172
N -1.08129 -1.56292 2.66523  -0.168
P -0.09243 -2.95162 2.51755  0.794
O -0.89302 -4.18452 2.27526  -0.369
C -2.31095 -1.52652 2.11765  -0.324
N -3.09863 -0.43928 2.10057  0.233
C -4.25276 -0.84176 1.54819  -0.242
C -5.50186 -0.04278 1.40884  -0.105
C -5.24698 1.46844 1.25376  -0.178
C -6.34251 2.20828 0.47401  -0.207
C -6.92185 1.48841 -0.73922  -0.224
C -5.90567 1.07328 -1.81106  -0.217
C -5.17602 2.24845 -2.48614  -0.202
C -3.87742 1.79526 -3.18829  -0.225
C -2.66094 1.73088 -2.23813  -0.262
C -1.37754 1.21232 -2.94399  -0.100
N -4.17354 -2.14364 1.20008  0.140
N -2.93836 -2.59681 1.56262  0.144
H 4.16446 -3.74823 1.85308  0.088
H 2.73187 -3.72001 2.90945  0.053
H 3.15321 -2.31063 1.92944  0.061
H 1.82294 -4.91143 1.10607  0.108
H 1.41584 -3.29131 0.56690  0.023
H 2.30638 -4.30182 -1.35131  0.111
H 3.51310 -5.22153 -0.45494  0.110
H 4.98680 -3.29166 -0.31711  0.111
H 4.40521 -3.41031 -1.96824  0.110
H 3.86259 -1.28739 0.08824  0.089
H 2.49774 -1.69241 -0.94105  0.105
H 5.08981 -1.33821 -2.40877  0.111
H 3.52173 -0.67567 -2.82289  0.117
H 5.64064 0.38590 -0.89659  0.119
H 4.98618 1.16222 -2.32297  0.089
H 3.23214 2.09154 -1.30633  0.116
H 2.85410 0.69020 -0.31804  0.079
H 5.35782 1.90884 0.62366  0.110
H 4.10912 3.13812 0.52878  0.114
H 4.18791 1.92679 2.76115  0.114
H 3.65640 0.44792 1.90421  0.097
H 2.17699 3.11925 2.16170  0.117
H 1.69128 1.86331 1.01556  0.099
H 1.94896 0.58377 3.61337  0.108
H 0.96735 2.06012 3.80492  0.116
H 0.45256 0.09806 1.53105  0.112
H -0.59109 1.40078 2.12029  0.119
H -1.42479 0.08288 3.90669  0.124
H 0.14911 -0.73807 4.11236  0.105
H 0.80215 -2.61009 1.49433  0.009
H 0.64974 -2.90883 3.70383  0.045
H -6.06847 -0.24526 2.33381  0.143
H -6.09107 -0.44706 0.57832  0.103
H -4.24656 1.64765 0.83363  0.106
H -5.22368 1.91226 2.25871  0.118
H -5.92297 3.17494 0.15692  0.109
H -7.17224 2.46587 1.15059  0.116
H -7.48876 0.59929 -0.41408  0.102
H -7.67305 2.15018 -1.19609  0.121
H -6.47493 0.54120 -2.59072  0.118
H -5.16996 0.34574 -1.43050  0.096
H -5.84494 2.71037 -3.22224  0.115
H -4.91237 2.99723 -1.72290  0.102
H -3.64647 2.45462 -4.03384  0.114
H -4.04702 0.78124 -3.58540  0.114
H -2.91092 1.05018 -1.40952  0.082
H -2.48109 2.73062 -1.82395  0.106
H -0.51414 1.86240 -2.73949  0.073
H -1.52121 1.18786 -4.03164  0.071
H -1.12731 0.19511 -2.62460  0.062
H -4.88596 -2.73344 0.79711  0.189
H -2.62138 -3.56168 1.47943  0.149
F 8.09664 3.80469 -4.55773  -0.196
Al 6.79620 2.80206 -4.15966  -0.172
F 6.07208 3.31835 -2.70505  -0.199
F 7.31908 1.20259 -3.93385  -0.199
F 5.61906 2.83499 -5.37921  -0.202

Its spin multiplicity is 1. As for the HOMO-LUMO gap: 8.29 eV. The calculation puts the highest occupied orbital energy at -9.60 eV. As for the total charge: 0. Its total energy is -2261.53427 hartree. The calculation puts the molar mass at 558.666 g/mol. As for the lowest unoccupied orbital energy: -0.04797 hartree.


What did the first record say?
C6H10O3 | the ωB97M-V functional and the def2-TZVPD basis

Last column: Löwdin spin population.
Positions of all 19 atoms, in Å:
C 2.79111 0.21539 -0.38651  0.145
C 1.67209 0.30334 -1.00707  0.730
C -1.49840 1.81366 -0.10192  0.015
C -0.77799 1.26778 1.25134  0.014
C -0.59086 -0.23927 -0.33234  0.554
C -0.51772 -2.61122 0.00912  0.010
O -1.31866 0.69533 -0.91762  0.134
O -0.78775 -0.14287 1.05003  0.117
O -0.80425 -1.45242 -0.78758  0.145
H 3.68721 0.08396 -1.01297  0.043
H 2.93662 0.38357 0.64276  0.020
H 1.46054 0.32419 -1.99745  0.054
H -2.61022 2.13666 0.12012  0.006
H -1.07731 2.67864 -0.58106  0.002
H 0.22221 1.73782 1.36700  0.003
H -1.43053 1.50853 2.05701  0.001
H -1.01743 -2.46506 1.00766  0.004
H 0.50161 -2.73503 0.16590  0.003
H -0.84027 -3.50301 -0.54643  0.001

Its spin multiplicity is 3. As for the HOMO-LUMO gap (alpha / beta): 6.45 / 9.45 eV. The calculation puts the highest occupied orbital energy (alpha / beta) at -5.44 / -10.00 eV. As for the total charge: 0. Its expectation value of S² is 2.0089. Its total energy is -460.06805 hartree. The calculation puts the molar mass at 130.143 g/mol. As for the lowest unoccupied orbital energy (alpha / beta): 0.03711 / -0.01990 hartree.


Question: Number 4 is which compound?
Answer: C25H52AlF4N4OP